Here is an isolated ion of composition C4H7NO2 and charge -1 from the Open Molecules 2025 dataset. Energies are from ωB97M-V with the def2-TZVPD basis set.

For the energy above the lowest of the compared OMol25 structures with the same formula, charge and spin, the calculation gives 55.2 kcal/mol. For the highest occupied orbital energy (spin up / spin down), the calculation gives 0.296 / -3.039 eV. The net charge is -1. As for the spin multiplicity: 2. As for the frontier orbital gap (spin up / spin down): 3.5 / 6.8 eV.

Cartesian coordinates (Å):
O1 0.857 -1.268 -2.462
C1 0.475 -0.309 -1.688
C2 -0.185 -0.182 -0.295
C3 0.616 0.903 0.521
C4 -0.405 1.303 1.699
O2 -1.583 1.126 1.728
N1 -0.010 -1.461 0.418
H1 0.902 0.777 -1.954
H2 -1.222 -0.080 -0.515
H3 1.476 0.500 1.010
H4 0.790 1.863 -0.045
H5 0.176 1.726 2.566
H6 1.055 -1.571 0.690
H7 -0.300 -2.139 -0.228

Forces on atoms 1 to 6 (eV/Å):
O -0.86 -0.48 1.13
C 1.75 3.51 -1.19
C 3.65 -1.59 -1.39
C -4.99 0.88 0.15
C 2.69 -0.27 -0.75
O -0.44 0.25 0.07

The molecule's natural (NBO) atomic charges, reported in e, are given here:
1 O -0.784
2 C 0.008
3 C -0.154
4 C -0.498
5 C 0.464
6 O -0.541
7 N -0.866
8 H -0.005
9 H 0.199
10 H 0.203
11 H 0.227
12 H 0.052
13 H 0.330
14 H 0.363



Here is a single C2H3NO3 molecule from the Open Molecules 2025 dataset. Energies are from ωB97M-V with the def2-TZVPD basis set.

For the energy above the lowest of the compared OMol25 structures with the same formula, charge and spin, the calculation gives 177.8 kcal/mol. For the highest occupied orbital energy (spin up / spin down), the calculation gives -8.829 / -8.971 eV. The net charge is 0. As for the frontier orbital gap (spin up / spin down): 7.8 / 8.5 eV.

Cartesian coordinates (Å):
C1 -0.805 -0.671 -1.513
C2 0.198 0.543 0.224
N1 0.715 0.291 1.555
O1 0.827 -0.867 1.881
O2 0.985 1.244 2.249
O3 -0.417 -0.472 -0.309
H1 -1.505 -1.563 -1.711
H2 -0.581 -0.025 -2.258
H3 0.583 1.520 -0.118

Forces on atoms 1 to 6 (eV/Å):
C -2.35 -3.46 0.40
C 1.16 1.13 1.50
N -0.97 -0.67 -1.19
O 0.09 -0.90 0.51
O 0.31 0.87 0.08
O 0.40 0.25 0.74

The molecule's natural (NBO) atomic charges, reported in e, are given here:
1 C -0.013
2 C 0.108
3 N 0.477
4 O -0.399
5 O -0.401
6 O -0.318
7 H 0.186
8 H 0.153
9 H 0.207



Here is C37H28AsBCuF4N5O2Se as an isolated structure from the Open Molecules 2025 dataset. Energies are from ωB97M-V with the def2-TZVPD basis set.

For the energy above the lowest of the compared OMol25 structures with the same formula, charge and spin, the calculation gives 0.0 kcal/mol. For the highest occupied orbital energy (spin up / spin down), the calculation gives -5.935 / -5.913 eV. The net charge is -1. As for the spin multiplicity: 2. As for the frontier orbital gap (spin up / spin down): 7.9 / 7.3 eV.

Cartesian coordinates (Å):
Cu1 -2.441 -1.117 -0.119
O1 -4.687 0.829 2.523
C1 -4.076 0.057 1.807
O2 -3.331 0.356 0.799
C2 -4.185 -1.438 2.078
C3 -4.918 -1.945 3.135
C4 -4.965 -3.319 3.302
C5 -4.285 -4.135 2.409
C6 -3.574 -3.550 1.377
N1 -3.530 -2.227 1.226
H1 -5.425 -1.251 3.790
H2 -5.527 -3.753 4.119
H3 -4.301 -5.212 2.504
H4 -3.032 -4.138 0.647
F1 4.945 1.733 -0.045
B1 3.567 1.939 -0.062
F2 3.210 3.004 -0.887
F3 3.151 2.242 1.292
F4 2.893 0.768 -0.444
C7 -5.049 2.010 -4.647
C8 -5.366 1.429 -3.428
C9 -4.354 1.013 -2.573
C10 -3.023 1.185 -2.935
C11 -2.706 1.766 -4.158
C12 -3.719 2.177 -5.012
As1 -1.643 0.625 -1.696
C13 -0.141 0.258 -2.854
C14 0.890 1.165 -3.068
C15 1.953 0.821 -3.891
C16 1.983 -0.420 -4.509
C17 0.950 -1.325 -4.301
C18 -0.106 -0.992 -3.469
C19 -1.197 2.279 -0.804
C20 -2.153 3.281 -0.673
C21 -1.854 4.430 0.042
C22 -0.602 4.582 0.624
C23 0.352 3.583 0.498
C24 0.052 2.426 -0.209
H5 -5.838 2.330 -5.316
H6 -6.402 1.296 -3.141
H7 -4.598 0.565 -1.616
H8 -1.669 1.891 -4.445
H9 -3.470 2.627 -5.965
H10 0.898 2.128 -2.576
H11 2.769 1.520 -4.019
H12 2.820 -0.690 -5.140
H13 0.973 -2.300 -4.771
H14 -0.896 -1.712 -3.289
H15 -3.133 3.164 -1.119
H16 -2.602 5.206 0.147
H17 -0.369 5.485 1.176
H18 1.339 3.689 0.928
H19 0.809 1.657 -0.305
N2 4.151 0.024 2.665
C25 5.385 -0.331 3.152
C26 6.525 0.414 3.442
C27 7.611 -0.279 3.939
C28 7.567 -1.670 4.139
C29 6.437 -2.404 3.839
C30 5.332 -1.722 3.328
N3 4.101 -2.203 2.921
C31 3.447 -1.138 2.533
C32 2.079 -1.161 1.996
C33 1.186 -0.121 2.221
C34 -0.084 -0.207 1.681
N4 -0.484 -1.236 0.930
C35 0.377 -2.234 0.715
C36 1.654 -2.246 1.239
H20 3.899 0.912 2.224
H21 6.560 1.481 3.271
H22 8.521 0.259 4.173
H23 8.443 -2.172 4.530
H24 6.401 -3.476 3.980
H25 1.473 0.750 2.791
H26 -0.809 0.585 1.829
H27 0.023 -3.040 0.083
H28 2.327 -3.069 1.047
Se1 -2.184 -5.339 -2.513
C37 -2.168 -3.710 -1.795
N5 -2.153 -2.657 -1.297

Forces on atoms 1 to 6 (eV/Å):
Cu 0.09 -0.03 -0.08
O 0.01 0.00 0.00
C -0.03 0.00 -0.02
O 0.01 0.03 0.05
C 0.01 0.00 0.01
C 0.00 0.00 0.00

The molecule's Löwdin atomic charges, reported in e, are given here:
1 Cu 0.367
2 O 0.065
3 C -0.581
4 O -0.136
5 C -0.161
6 C 0.010
7 C -0.048
8 C -0.042
9 C -0.083
10 N 0.059
11 H 0.120
12 H 0.108
13 H 0.107
14 H 0.095
15 F 0.117
16 B -1.261
17 F 0.119
18 F 0.038
19 F 0.109
20 C -0.094
21 C -0.084
22 C -0.109
23 C -0.361
24 C -0.087
25 C -0.085
26 As 1.380
27 C -0.359
28 C -0.095
29 C -0.067
30 C -0.083
31 C -0.080
32 C -0.107
33 C -0.349
34 C -0.096
35 C -0.086
36 C -0.079
37 C -0.054
38 C -0.119
39 H 0.098
40 H 0.102
41 H 0.091
42 H 0.103
43 H 0.100
44 H 0.100
45 H 0.110
46 H 0.100
47 H 0.103
48 H 0.074
49 H 0.098
50 H 0.099
51 H 0.099
52 H 0.099
53 H 0.085
54 N 0.198
55 C -0.182
56 C -0.015
57 C -0.109
58 C -0.114
59 C -0.031
60 C -0.232
61 N 0.175
62 C -0.275
63 C -0.124
64 C 0.012
65 C -0.116
66 N 0.017
67 C -0.103
68 C 0.016
69 H 0.123
70 H 0.112
71 H 0.092
72 H 0.090
73 H 0.104
74 H 0.122
75 H 0.114
76 H 0.100
77 H 0.117
78 Se 0.444
79 C -0.965
80 N -0.021



Here is C14H33AlB2IO7 as an isolated structure from the Open Molecules 2025 dataset. Energies are from ωB97M-V with the def2-TZVPD basis set.

For the highest occupied orbital energy, the calculation gives -3.492 eV. The net charge is -1. As for the frontier orbital gap: 5.7 eV.

Cartesian coordinates (Å):
C1 3.583 -1.378 1.288
C2 2.858 -0.399 0.340
B1 1.296 -0.535 0.614
O1 0.793 -1.712 0.032
Al1 -0.103 0.758 1.705
C3 -1.835 0.961 0.619
C4 -3.104 0.306 1.190
C5 -3.168 -1.189 0.870
I1 -3.047 -2.483 2.590
B2 0.677 2.771 2.127
O2 0.958 3.225 3.407
O3 0.956 3.761 1.136
C6 2.029 3.522 0.256
H1 3.617 -2.373 0.849
H2 3.046 -1.471 2.239
H3 4.600 -1.057 1.509
H4 3.244 0.614 0.474
H5 3.077 -0.693 -0.695
H6 0.068 -2.050 0.558
H7 -0.482 0.037 3.133
H8 -1.686 0.558 -0.392
H9 -2.006 2.039 0.509
H10 -3.140 0.440 2.274
H11 -4.014 0.778 0.804
H12 -4.103 -1.486 0.407
H13 -2.331 -1.491 0.245
H14 1.598 3.948 3.379
H15 1.773 2.775 -0.505
H16 2.283 4.461 -0.243
H17 2.927 3.165 0.774
O4 5.949 -2.372 -0.498
C7 6.165 -3.156 -1.375
O5 5.146 -3.489 -2.204
C8 5.323 -4.285 -3.375
C9 5.255 -5.768 -3.075
C10 7.505 -3.838 -1.539
H18 6.247 -4.016 -3.891
H19 4.498 -3.992 -4.023
H20 6.068 -6.082 -2.420
H21 5.321 -6.342 -4.001
H22 4.312 -6.004 -2.583
H23 7.505 -4.736 -0.920
H24 8.266 -3.161 -1.161
H25 7.749 -4.121 -2.559
O6 -6.673 0.592 0.874
C11 -6.939 1.705 0.523
O7 -6.143 2.289 -0.401
C12 -6.414 3.568 -0.976
C13 -5.864 4.696 -0.129
C14 -8.067 2.499 1.141
H26 -7.481 3.687 -1.173
H27 -5.910 3.539 -1.941
H28 -6.348 4.737 0.847
H29 -6.021 5.653 -0.630
H30 -4.795 4.555 0.029
H31 -7.675 3.008 2.022
H32 -8.828 1.793 1.462
H33 -8.514 3.240 0.483

Forces on atoms 1 to 6 (eV/Å):
C -0.28 0.08 0.15
C 0.00 -0.02 -0.35
B -0.10 0.05 -0.06
O 0.57 -0.22 0.30
Al -0.02 -0.01 0.28
C 0.06 -0.23 0.02

The molecule's natural (NBO) atomic charges, reported in e, are given here:
1 C -0.589
2 C -0.792
3 B 0.516
4 O -0.936
5 Al 0.640
6 C -0.920
7 C -0.444
8 C -0.460
9 I -0.007
10 B 0.679
11 O -0.933
12 O -0.790
13 C -0.239
14 H 0.204
15 H 0.193
16 H 0.197
17 H 0.195
18 H 0.204
19 H 0.485
20 H -0.380
21 H 0.188
22 H 0.202
23 H 0.206
24 H 0.198
25 H 0.214
26 H 0.210
27 H 0.463
28 H 0.173
29 H 0.163
30 H 0.158
31 O -0.546
32 C 0.791
33 O -0.502
34 C -0.067
35 C -0.636
36 C -0.743
37 H 0.166
38 H 0.200
39 H 0.203
40 H 0.211
41 H 0.226
42 H 0.240
43 H 0.244
44 H 0.213
45 O -0.558
46 C 0.795
47 O -0.502
48 C -0.066
49 C -0.637
50 C -0.743
51 H 0.164
52 H 0.198
53 H 0.204
54 H 0.210
55 H 0.235
56 H 0.245
57 H 0.243
58 H 0.213



In Ha, the calculated total energy values for the records above are, in order, -361.7530, -358.2463, -8553.4851, -1669.8499.